Entry 1:
Computed, not measured: a molecular structure, C17H11BrClF6N2O9PdS2, with ωB97M-V with the def2-TZVPD basis set.

Values from the calculation:
Max |F| (hartree/bohr): 0.0495
ΔE to the lowest compared entry with this formula, charge and spin (eV): 1.603
E (eV): -163236.428
Charge: -1
Gap between HOMO and LUMO (alpha / beta) (Ha): 0.271 / 0.270

Geometry as XYZ:
```
50
Properties=species:S:1:pos:R:3:forces:R:3
Pd 0.96941 -2.11386 0.35753 -2.04 0.29 -1.50
Br -1.11717 5.34261 1.97025 0.00 -0.01 0.00
Cl -2.61421 1.71062 -5.92289 0.00 -0.09 0.12
S 2.29051 -1.46584 3.34418 0.27 -0.59 -0.68
S 3.86194 -0.89137 1.15312 -0.38 -0.83 -0.43
F 1.03086 -0.98432 5.52884 -0.10 0.06 0.09
F 1.88174 0.78876 4.62148 0.00 0.13 0.09
F 0.07383 -0.08610 3.81843 -0.08 0.10 -0.04
F 5.77470 -0.83804 2.93732 0.23 0.04 0.07
F 5.16894 -2.83863 2.38716 0.00 -0.18 0.04
F 6.32420 -1.65655 1.00103 0.21 -0.05 0.03
O 1.34183 -0.18511 -0.30984 0.29 -0.48 0.61
O -0.34934 -0.03700 1.12183 -0.20 0.44 0.07
O 4.36076 0.22338 0.41568 -0.17 0.09 0.13
O 3.20470 -2.02925 4.29660 -0.18 0.08 -0.13
O 1.38873 -2.40936 2.66823 0.39 0.79 0.25
O -0.28968 -2.40339 -1.37211 0.48 0.41 0.64
O 3.31830 -2.04374 0.43293 0.96 0.59 0.49
O -3.12617 -1.68975 -1.16629 -0.02 -0.05 -0.04
O -0.83810 -3.37578 0.51817 0.23 -0.45 -0.11
N 1.82173 3.88764 -0.51117 -0.19 -0.11 0.13
N 2.93509 -0.42121 2.33937 0.00 -0.07 0.34
C 1.64054 2.56623 -0.43059 0.13 0.22 -0.08
C 1.00298 4.66322 0.19792 0.11 -0.07 -0.09
C -2.60100 -3.00177 -1.04903 -0.04 0.14 -0.20
C -3.97878 0.86895 -0.94076 0.01 -0.01 -0.01
C -3.39878 0.35459 -2.22890 -0.04 0.12 0.02
C -1.15379 -2.94273 -0.61873 0.11 -0.32 0.56
C -2.22120 -0.61223 -4.57424 0.04 -0.09 0.00
C -0.19614 2.78855 1.08001 -0.14 -0.07 0.07
C -2.92472 -0.95844 -2.30345 0.05 -0.13 0.11
C -0.00649 4.15148 0.99772 0.00 0.05 0.00
C 1.23988 -0.34625 4.37465 0.05 -0.15 -0.08
C 5.37014 -1.61155 1.93329 -0.10 0.24 -0.04
C 0.64733 1.97857 0.34174 0.12 -0.11 -0.13
C 0.50260 0.48638 0.41026 0.02 -0.13 -0.13
C -3.29331 1.15702 -3.35273 -0.02 0.07 0.01
C -2.72054 0.67021 -4.51800 -0.02 0.07 -0.05
C -2.31633 -1.43265 -3.45451 0.00 0.07 -0.05
H -0.96649 2.33934 1.69384 0.02 0.02 0.00
H -3.17365 -3.48522 -0.26402 -0.01 -0.01 0.03
H -4.28798 1.90837 -1.04851 0.01 -0.02 0.00
H -4.84021 0.27537 -0.62872 0.01 0.01 -0.03
H 2.31684 1.93558 -0.99445 0.01 0.04 0.02
H -1.74020 -0.97081 -5.47433 -0.01 0.00 0.02
H 1.15520 5.73463 0.13310 0.01 -0.01 -0.02
H -2.70665 -3.56746 -1.97771 -0.03 -0.02 -0.02
H -3.24496 0.80070 -0.13440 0.01 -0.01 -0.03
H -3.65230 2.17840 -3.31762 0.01 -0.02 0.00
H -1.86455 -2.41213 -3.48167 -0.01 0.00 -0.02
```
Forces are in eV/Å.

=====

Entry 2:
Computed, not measured: a molecular structure, C17H11Cl5MnNO7, with ωB97M-V with the def2-TZVPD basis set.

Values from the calculation:
Max |F| (hartree/bohr): 0.0087
E (eV): -127564.397
Charge: 0
Gap between HOMO and LUMO (alpha / beta) (Ha): 0.238 / 0.264
Multiplicity: 5

Geometry as XYZ:
```
42
Properties=species:S:1:pos:R:3:forces:R:3
Mn 1.28540 0.56300 -0.93480 0.37 0.17 0.19
Cl 0.36189 4.86779 2.31235 0.00 -0.12 0.05
Cl 0.32396 -1.25918 3.43958 0.01 0.09 -0.01
Cl 0.85499 2.83113 0.01928 0.06 -0.02 -0.11
Cl -0.18307 0.76145 5.78294 0.01 0.02 -0.03
Cl -0.16017 3.83930 5.23560 0.02 -0.05 -0.07
O -0.10333 0.32203 -2.19482 -0.25 -0.32 0.09
O 3.15422 0.63331 -0.52838 -0.02 -0.20 0.14
O -1.73104 1.06234 0.08784 -0.07 0.08 0.06
O -1.15331 -1.24554 -3.43076 -0.04 -0.02 0.00
O 0.80053 0.03085 0.88274 -0.08 0.13 0.07
O 2.90282 -4.65975 -3.23258 0.01 -0.01 -0.01
O 4.94136 -0.71129 -0.20494 0.01 0.03 0.01
N 1.87774 -1.05669 -1.77007 -0.01 -0.04 -0.21
C 1.02133 -1.69991 -2.55691 0.01 -0.05 0.04
C 3.49157 -2.73766 -1.91903 -0.02 -0.08 -0.02
C 0.11938 1.34454 4.19290 -0.03 0.01 0.04
C 3.07867 -1.51495 -1.45339 0.01 0.05 -0.01
C -2.71729 1.74819 -0.67279 0.02 -0.03 0.01
C -4.01856 1.43496 0.04590 -0.01 -0.01 -0.02
C -3.81917 -0.04218 0.41060 0.02 0.00 0.00
C -0.22373 -0.86164 -2.77744 0.02 0.30 -0.05
C 0.59600 2.26377 1.65221 -0.02 0.01 0.03
C 0.12599 2.72245 3.95436 -0.01 -0.03 0.12
C 2.60211 -3.45618 -2.73006 -0.05 0.06 0.01
C 1.34613 -2.92714 -3.06960 0.07 -0.07 0.02
C 0.34743 0.44286 3.16386 0.01 -0.08 0.06
C 3.84297 -0.48816 -0.63305 -0.01 0.18 -0.07
C 0.36498 3.17915 2.66583 0.01 0.13 -0.14
C 0.59890 0.87640 1.84915 -0.01 -0.11 -0.14
C -2.28654 -0.19236 0.48333 -0.04 0.01 -0.05
H -1.93336 -0.97914 -0.19186 0.00 0.00 0.00
H -2.72916 1.36846 -1.70196 0.01 0.01 -0.01
H 3.78029 -4.94056 -2.94748 0.02 -0.02 0.00
H 0.66541 -3.46415 -3.71438 0.00 0.00 0.01
H -4.22636 -0.68433 -0.37051 0.00 0.00 0.00
H -1.92152 -0.41672 1.48473 0.00 0.00 0.02
H -4.89999 1.60578 -0.57127 0.00 0.00 0.01
H -2.45318 2.80539 -0.68701 0.00 0.00 0.01
H -4.09824 2.04966 0.94372 0.00 0.00 0.00
H 4.47692 -3.10560 -1.66234 -0.01 -0.01 0.00
H -4.30297 -0.30967 1.34853 0.00 0.00 0.00
```
Forces are in eV/Å.

=====

Entry 3:
Computed, not measured: a molecular structure, C17H11F4N4S7V, with ωB97M-V with the def2-TZVPD basis set.

Values from the calculation:
Max |F| (hartree/bohr): 0.0136
ΔE to the lowest compared entry with this formula, charge and spin (eV): 0.000
E (eV): -136176.455
Charge: -2
Gap between HOMO and LUMO (alpha / beta) (Ha): 0.219 / 0.226
Multiplicity: 3

Geometry as XYZ:
```
44
Properties=species:S:1:pos:R:3:forces:R:3
V 0.62886 -0.55563 0.24632 -0.55 -0.17 -0.39
S 3.76028 -3.50089 -2.24595 0.08 -0.09 0.08
S 1.90731 0.35179 -1.75302 0.04 -0.10 0.06
S 2.45975 0.16320 1.50028 0.01 0.17 0.04
S -0.30000 -1.41226 2.27876 -0.01 -0.12 0.07
S 1.42506 -2.67274 -0.51609 0.44 -0.11 -0.02
S 5.89194 -3.14129 -4.31078 -0.04 0.06 0.17
S 4.18106 -0.90396 -3.31265 0.11 0.08 0.00
F -0.42581 1.64805 2.08012 0.11 -0.35 0.32
F -1.49054 5.54829 -1.48200 -0.05 0.15 -0.15
F -1.20631 3.14755 -2.38224 -0.07 -0.32 -0.31
F -0.60047 4.13986 2.90215 0.02 0.02 0.22
N 3.79512 0.21034 4.95575 -0.02 0.01 -0.03
N 0.44073 -1.70234 5.88900 0.01 -0.02 -0.02
N -0.74517 0.86349 -0.52045 0.19 0.65 0.07
N -1.65246 -1.63514 -0.50436 0.18 -0.06 0.09
C 0.91483 -1.00467 3.44270 0.08 0.03 0.02
C -0.76090 3.87971 1.59256 0.00 0.08 -0.11
C -1.06141 4.92613 0.73842 0.00 0.06 0.06
C -1.47337 -1.05769 -1.82505 -0.10 -0.07 -0.17
C -1.11733 3.28274 -1.04344 0.11 -0.10 0.32
C -0.83058 2.18132 -0.18903 0.04 -0.09 -0.11
C -0.65238 2.58272 1.16412 -0.13 0.18 -0.38
C 4.68729 -2.53902 -3.31320 0.00 -0.12 -0.36
C -2.84475 -1.12334 0.15675 -0.08 0.02 0.09
C 2.05971 -0.34341 3.11705 -0.01 0.00 0.11
C 2.89213 -1.02442 -2.14747 -0.18 0.01 0.13
C -1.40639 0.45568 -1.75889 0.10 0.18 0.22
C 2.69343 -2.26469 -1.64513 -0.09 0.16 0.07
C 3.01419 -0.03660 4.14471 0.02 -0.02 -0.01
C -1.23264 4.57809 -0.57904 0.02 -0.08 0.06
C -1.71163 -3.08416 -0.58477 -0.18 -0.15 -0.02
C 0.67066 -1.38810 4.80426 -0.04 0.03 -0.01
H -2.74296 -0.05474 0.33912 0.01 -0.07 0.00
H -1.14383 5.94640 1.08160 0.01 -0.03 0.00
H -0.82880 -3.46009 -1.09775 -0.11 0.00 0.01
H -2.41806 0.87881 -1.78400 -0.06 0.02 -0.02
H -0.89159 0.78097 -2.66097 0.11 0.17 -0.10
H -2.61397 -3.41299 -1.12845 -0.02 0.02 0.01
H -3.74681 -1.30836 -0.45352 0.05 -0.02 0.00
H -1.73369 -3.50581 0.42151 0.02 0.01 0.00
H -0.53772 -1.45599 -2.22106 0.01 0.00 -0.05
H -2.96684 -1.62193 1.11870 0.02 0.00 -0.02
H -2.28596 -1.35488 -2.51458 -0.03 -0.02 0.06
```
Forces are in eV/Å.